Record 1
# C12H14BrN2

A gas-phase ion, C12H14BrN2 (charge +1) (ωB97M-V with the def2-TZVPD basis set, the Open Molecules 2025 dataset).

Its net charge is +1. The calculation puts the HOMO energy (alpha / beta) at -10.6 / -10.6 eV. The gap between HOMO and LUMO (alpha / beta) comes out at 0.1882 / 0.2299 Ha. The energy relative to the best compared isomer or geometry (same formula, charge and spin) comes out at 649.1 kJ/mol. The electronic energy comes out at -85681.3747 eV.

Last column: natural (NBO) charge in e.
Atoms and positions in Å:
C: -4.0332 -0.8577 -0.8727  -0.217
C: -4.1718 -1.9043 -0.0363  -0.215
C: -2.8718 -0.1077 -1.0634  -0.203
C: -3.0235 -2.3685 0.6393  -0.219
C: -1.7665 -0.5318 -0.3228  -0.055
C: -0.3936 0.0386 -0.1616  -0.217
C: -1.7979 -1.7152 0.4607  0.124
C: 0.1560 -0.7985 0.7451  0.319
C: 0.1253 1.2493 -0.8611  -0.422
C: 1.3243 1.9993 -0.3122  -0.383
C: 2.6831 1.3938 -0.7393  -0.531
C: 3.0071 0.2502 0.2230  0.194
N: -0.6515 -1.8058 1.1476  -0.607
N: 3.7305 0.6912 1.4139  -0.796
Br: 3.9504 -1.3207 -0.4756  0.121
H: -4.9562 -0.6259 -1.5098  0.222
H: -5.0770 -2.5648 -0.1386  0.237
H: -2.9095 0.9278 -1.4709  0.225
H: -3.0986 -2.9656 1.5417  0.215
H: 0.4635 1.0183 -1.8227  0.211
H: -0.7014 1.9086 -1.0170  0.237
H: 1.4027 3.0197 -0.7156  0.238
H: 1.0669 1.9612 0.8176  0.207
H: 2.6297 1.0345 -1.7582  0.263
H: 3.3901 2.1776 -0.6759  0.226
H: -0.3474 -2.4964 1.8850  0.436
H: 3.0532 1.3086 1.8262  0.459
H: 4.6990 1.1999 1.2063  0.451
H: 4.1179 -0.1158 2.0472  0.479

---

Record 2
# C12H14BrNO3S

C12H14BrNO3S in the gas phase (ωB97M-V with the def2-TZVPD basis set, the Open Molecules 2025 dataset).

The structure (SMILES) is CSCC[C@H](NC(=O)c1ccc(Br)cc1)C(=O)O. The calculation puts the HOMO energy at -9.0 eV. The gap between HOMO and LUMO comes out at 0.3460 Ha. The energy relative to the best compared isomer or geometry (same formula, charge and spin) comes out at 5.4 kJ/mol. The electronic energy comes out at -101182.7591 eV.

Last column: natural (NBO) charge in e.
Atoms and positions in Å:
C: -1.8206 -3.4952 -0.4572  -0.727
S: -2.2777 -1.8978 0.2720  0.148
C: -2.2746 -0.9041 -1.2681  -0.513
C: -2.6713 0.5439 -1.0236  -0.413
C: -1.8550 1.2102 0.1015  -0.175
N: -0.4737 0.8105 0.1169  -0.619
C: 0.5285 1.6628 -0.1995  0.666
O: 0.3298 2.7783 -0.6385  -0.620
C: 1.9017 1.1070 -0.0072  -0.164
C: 2.9079 1.5392 -0.8666  -0.143
C: 4.2006 1.0710 -0.7318  -0.242
C: 4.4854 0.1747 0.2853  -0.061
Br: 6.2620 -0.4818 0.4839  0.058
C: 3.5053 -0.2480 1.1684  -0.262
C: 2.2122 0.2189 1.0186  -0.127
C: -2.5212 0.9512 1.4478  0.789
O: -3.7030 1.0239 1.6381  -0.587
O: -1.6423 0.6606 2.4099  -0.685
H: -0.8589 -3.4084 -0.9559  0.214
H: -1.7542 -4.2061 0.3594  0.233
H: -2.5894 -3.8065 -1.1591  0.216
H: -2.9784 -1.3725 -1.9569  0.222
H: -1.2676 -0.9636 -1.6859  0.211
H: -2.5250 1.0947 -1.9540  0.226
H: -3.7237 0.6048 -0.7419  0.241
H: -1.8632 2.2980 -0.0561  0.278
H: -0.2764 -0.1002 0.5017  0.419
H: 2.6588 2.2491 -1.6404  0.239
H: 4.9795 1.3993 -1.4026  0.232
H: 3.7529 -0.9316 1.9660  0.230
H: 1.4583 -0.0900 1.7278  0.212
H: -2.1068 0.5076 3.2480  0.503

---

Record 3
# C12H14BrNO3S

C12H14BrNO3S in the gas phase (ωB97M-V with the def2-TZVPD basis set, the Open Molecules 2025 dataset).

The structure (SMILES) is O=C(O)CSCCCC(=O)Nc1ccc(Br)cc1. The calculation puts the HOMO energy at -8.4 eV. The gap between HOMO and LUMO comes out at 0.3269 Ha. The energy relative to the best compared isomer or geometry (same formula, charge and spin) comes out at 5.3 kJ/mol. The electronic energy comes out at -101182.7595 eV.

Last column: natural (NBO) charge in e.
Atoms and positions in Å:
O: 2.9746 1.9883 -0.6832  -0.612
C: 1.9480 2.3233 -0.1486  0.788
O: 0.8725 2.7441 -0.7971  -0.676
C: 1.7193 2.2411 1.3372  -0.624
S: 1.1573 0.5315 1.6600  0.190
C: 2.6712 -0.4187 1.2410  -0.533
C: 2.3407 -1.7084 0.5023  -0.397
C: 1.9272 -1.4748 -0.9539  -0.507
C: 0.6411 -0.6865 -1.1479  0.711
O: 0.5913 0.3024 -1.8468  -0.634
N: -0.4364 -1.2430 -0.5257  -0.629
C: -1.7273 -0.7360 -0.3890  0.239
C: -2.1133 0.5015 -0.8978  -0.256
C: -3.4071 0.9520 -0.7196  -0.216
C: -4.3189 0.1671 -0.0361  -0.098
Br: -6.1045 0.7876 0.2039  0.043
C: -3.9533 -1.0649 0.4793  -0.213
C: -2.6591 -1.5103 0.3027  -0.261
H: 0.9570 2.5587 -1.7486  0.516
H: 0.9038 2.8866 1.6524  0.253
H: 2.6277 2.4260 1.9074  0.239
H: 3.2934 0.2261 0.6224  0.254
H: 3.1805 -0.6371 2.1800  0.219
H: 1.5668 -2.2488 1.0532  0.190
H: 3.2377 -2.3332 0.5017  0.223
H: 2.7162 -0.9228 -1.4682  0.245
H: 1.8058 -2.4399 -1.4532  0.229
H: -0.2709 -2.0978 -0.0132  0.394
H: -1.3995 1.1098 -1.4254  0.257
H: -3.7034 1.9126 -1.1113  0.229
H: -4.6710 -1.6676 1.0139  0.228
H: -2.3673 -2.4688 0.7081  0.208

---

Record 4
# C12H14EuN2P

A molecular structure, C12H14EuN2P (ωB97M-V with the def2-TZVPD basis set, the Open Molecules 2025 dataset).

Its net charge is -1. Its expectation value of S² is 15.7790. The calculation puts the HOMO energy (alpha / beta) at -0.9 / -3.5 eV. The gap between HOMO and LUMO (alpha / beta) comes out at 0.1429 / 0.2268 Ha. The energy relative to the best compared isomer or geometry (same formula, charge and spin) comes out at 0.0 kJ/mol. As for the spin multiplicity: 8. The electronic energy comes out at -44262.5445 eV.

Last column: Mulliken spin population.
Atoms and positions in Å:
C: 0.7802 0.2315 -3.9148  -0.029
C: -0.4374 -0.5089 -4.0240  0.010
C: -0.2003 -1.8401 -3.5524  0.004
C: 1.1761 -1.9305 -3.1933  0.007
C: 1.7960 -0.6587 -3.4274  -0.011
Eu: 1.3841 1.2903 -0.2903  5.960
P: -0.3749 3.5640 -1.2914  0.057
H: 0.9473 1.2691 -4.2215  0.006
H: -1.3896 -0.1049 -4.3634  0.000
H: -0.9577 -2.6117 -3.3812  -0.001
H: 2.8705 -0.4274 -3.3868  0.018
H: 1.6944 -2.8194 -2.8295  -0.001
H: -1.4087 4.0111 -0.4258  0.011
H: -0.9119 4.3172 -2.3757  0.026
H: 0.4997 4.6219 -0.9132  0.017
N: -0.2897 -2.4375 2.0925  0.000
C: 0.0344 -2.1336 0.8082  0.243
N: 0.1246 -0.7977 0.6707  -0.044
C: -0.2684 -0.2236 1.8952  0.046
C: -0.2660 1.1135 2.2949  0.208
C: -0.4971 1.3612 3.6632  0.117
C: -0.6687 0.3077 4.5875  -0.069
C: -0.6476 -1.0373 4.1672  0.363
C: -0.4875 -1.2577 2.8113  -0.103
H: -0.3861 -3.3638 2.4946  0.002
H: 0.1712 -2.8983 0.0344  0.019
H: -0.1666 1.9248 1.5452  0.080
H: -0.5464 2.3926 4.0326  0.017
H: -0.8272 0.5373 5.6494  0.005
H: -0.7467 -1.8912 4.8440  0.043

---

Record 5
# C12H14FIN2S

C12H14FIN2S in the gas phase (ωB97M-V with the def2-TZVPD basis set, the Open Molecules 2025 dataset).

The structure (SMILES) is CC[C@H](I)c1ccc(CCCF)c2nsnc12. The calculation puts the HOMO energy at -8.5 eV. The gap between HOMO and LUMO comes out at 0.2601 Ha. The electronic energy comes out at -37298.2690 eV.

Last column: natural (NBO) charge in e.
Atoms and positions in Å:
C: -4.5214 1.4644 0.4808  -0.641
C: -3.4245 1.3410 1.6514  -0.434
C: -2.0049 2.0387 1.3402  -0.348
I: -2.1103 3.7863 0.0311  0.105
C: -0.8861 0.9592 0.8702  -0.072
C: 0.5588 0.9645 1.4867  -0.185
C: 1.6539 -0.0932 0.9953  -0.222
C: 1.3306 -1.1695 -0.0871  0.005
C: 2.3864 -2.2454 -0.6512  -0.448
C: 3.8528 -1.5743 -0.7391  -0.439
C: 3.9705 -0.4731 -1.9280  0.042
F: 5.0631 0.4706 -1.6755  -0.393
C: -0.1292 -1.2311 -0.6912  0.098
N: -0.6702 -2.1435 -1.6566  -0.597
S: -2.3399 -1.7833 -1.9472  0.846
N: -2.4134 -0.4351 -0.8979  -0.636
C: -1.1932 -0.1506 -0.1936  0.205
H: -4.0925 1.5767 -0.5721  0.242
H: -5.1054 0.4600 0.4759  0.216
H: -5.3253 2.2621 0.7337  0.215
H: -3.2055 0.2069 1.7687  0.226
H: -3.8163 1.7285 2.6541  0.222
H: -1.6087 2.4322 2.3569  0.240
H: 0.8758 1.7087 2.2913  0.239
H: 2.7085 -0.0814 1.4490  0.238
H: 2.3866 -3.2409 -0.0854  0.245
H: 2.0669 -2.4500 -1.7467  0.235
H: 4.5800 -2.4160 -1.0271  0.218
H: 4.2023 -1.1275 0.2641  0.220
H: 3.0111 0.1575 -2.0010  0.180
H: 4.1995 -0.9423 -2.9499  0.178

---

Record 6
# C12H14FN3

4 unconnected molecules or ions with the total composition C12H14FN3 (ωB97M-V with the def2-TZVPD basis set, the Open Molecules 2025 dataset).

The structure (SMILES) is Fc1ccccc1.CC#N.CC#N.CC#N. The calculation puts the HOMO energy at -9.7 eV. The gap between HOMO and LUMO comes out at 0.3504 Ha. The energy relative to the best compared isomer or geometry (same formula, charge and spin) comes out at 1.1 kJ/mol. The electronic energy comes out at -19857.0595 eV.

Last column: natural (NBO) charge in e.
Atoms and positions in Å:
F: -5.2291 -0.6744 3.0352  -0.331
C: -3.9148 -0.3983 3.2838  0.404
C: -3.3892 0.7242 2.7356  -0.291
C: -2.0402 1.0297 3.0392  -0.189
C: -1.3619 0.2875 3.9937  -0.238
C: -1.9226 -0.9174 4.4898  -0.189
C: -3.1923 -1.2659 4.1166  -0.277
H: -4.0287 1.2873 2.0720  0.234
H: -1.5453 1.8154 2.4876  0.213
H: -0.3086 0.4684 4.1493  0.213
H: -1.4949 -1.4750 5.3099  0.220
H: -3.6431 -2.1176 4.6043  0.232
C: 3.4712 -3.2878 -5.4744  -0.731
C: 2.7629 -4.5054 -5.8451  0.286
N: 2.1675 -5.4420 -6.1440  -0.322
H: 3.8387 -3.2114 -4.4511  0.262
H: 2.8370 -2.4064 -5.5696  0.252
H: 4.2408 -3.0590 -6.2117  0.252
C: 0.0078 4.4315 -1.6659  -0.704
C: 0.1047 5.9339 -1.4968  0.280
N: 0.2048 7.0752 -1.3839  -0.328
H: 0.0876 3.8995 -0.7178  0.247
H: 0.8787 4.1243 -2.2450  0.251
H: -0.9527 4.2710 -2.1554  0.255
C: 2.0787 -0.6556 0.2727  -0.710
C: 2.0375 -1.9562 -0.4568  0.284
N: 1.9827 -2.9194 -1.0669  -0.330
H: 3.0368 -0.5889 0.7882  0.253
H: 1.2365 -0.6204 0.9638  0.256
H: 2.0499 0.1533 -0.4573  0.248

---

Record 7
# C12H14InO16S3

A molecular structure, C12H14InO16S3 (ωB97M-V with the def2-TZVPD basis set, the Open Molecules 2025 dataset).

Its net charge is +1. The calculation puts the HOMO energy at -12.5 eV. The gap between HOMO and LUMO comes out at 0.1855 Ha. The energy relative to the best compared isomer or geometry (same formula, charge and spin) comes out at 0.0 kJ/mol. The electronic energy comes out at -83097.8299 eV.

Last column: natural (NBO) charge in e.
Atoms and positions in Å:
In: -1.1934 -0.3638 1.2772  0.927
C: 2.9306 -2.9601 0.2912  0.000
C: 1.8503 -1.9986 0.3650  0.359
C: 1.4990 -1.2440 -0.8883  0.437
O: 0.5106 -0.5258 -0.8732  -0.568
C: 2.2228 -1.5389 -2.0975  -0.105
C: 3.3289 -2.4595 -2.1458  0.355
C: 3.6942 -3.2202 -0.9014  0.335
O: 4.6407 -3.9687 -0.8906  -0.372
O: 3.8915 -2.6907 -3.1847  -0.409
O: 1.1682 -1.8068 1.3447  -0.508
H: 3.0918 -3.4730 1.2359  0.257
H: 1.9488 -0.9944 -2.9933  0.243
C: -4.8161 3.9598 1.3411  -0.121
C: -5.4205 3.1865 2.4870  -0.094
O: -5.6179 1.8556 1.9730  -0.684
S: -4.8603 1.6469 0.6065  2.579
O: -5.7867 1.6635 -0.4470  -0.887
O: -3.9353 0.5722 0.7114  -0.950
O: -4.0186 2.9956 0.6445  -0.681
H: -4.2241 4.7889 1.7270  0.222
H: -5.5449 4.3902 0.6525  0.210
H: -6.3738 3.6104 2.7968  0.221
H: -4.7709 3.1076 3.3570  0.200
C: -0.2555 -3.2738 -3.7048  -0.109
C: -1.1862 -2.0800 -3.7675  -0.101
O: -2.2295 -2.4072 -2.8440  -0.677
S: -1.7206 -3.3725 -1.6989  2.582
O: -2.4958 -4.5383 -1.6486  -0.865
O: -1.5187 -2.6235 -0.5083  -0.963
O: -0.2855 -3.6776 -2.3249  -0.704
H: 0.7630 -3.0916 -4.0386  0.218
H: -0.6490 -4.1041 -4.2969  0.213
H: -1.5815 -1.9388 -4.7701  0.229
H: -0.7333 -1.1411 -3.4386  0.196
C: 3.7312 2.9534 3.4422  -0.101
C: 4.1274 3.3038 2.0063  -0.106
O: 3.1279 2.6943 1.1637  -0.680
S: 2.5081 1.4421 1.8780  2.594
O: 3.3118 0.3064 1.6255  -0.931
O: 1.1216 1.3873 1.5967  -0.939
O: 2.7045 1.9462 3.3559  -0.678
H: 3.2768 3.8078 3.9431  0.209
H: 4.5562 2.6224 4.0663  0.217
H: 5.0963 2.8804 1.7474  0.207
H: 4.1160 4.3717 1.8270  0.225